Here is 2 unconnected molecules or ions with the total composition C6H9N2 at a distorted geometry from the OMol25 dataset. Energies are from ωB97M-V/def2-TZVPD.

The value obtained for the orbital gap is 9.19 eV. The relative energy (zero: lowest compared OMol25 entry of this formula, charge and spin) comes out at 126.23 kcal/mol. Its LUMO energy is -4.270 eV. The total charge is +1. The value obtained for the HOMO energy is -13.46 eV.

The geometry in XYZ format:
```
17
Properties=species:S:1:pos:R:3:nbo_charge:R:1
C -2.78 0.60 0.10 -0.030
C -1.54 1.11 0.00 -0.038
C -1.37 -1.05 0.09 0.264
C 1.75 -0.24 0.59 -0.189
C 0.63 0.09 0.07 0.109
C 3.07 -0.06 -0.17 -0.626
N -2.68 -0.75 -0.01 -0.473
N -0.68 0.06 0.11 -0.354
H -3.84 1.01 -0.11 0.273
H -1.18 2.12 0.19 0.274
H -1.02 -2.05 -0.07 0.257
H 1.93 -0.96 1.44 0.250
H 1.07 1.31 -1.21 0.070
H 2.82 0.43 -1.15 0.233
H 3.72 -0.95 -0.20 0.251
H 3.69 0.69 0.39 0.244
H -3.59 -1.35 -0.06 0.486
```


Here is a molecular structure, C6H9N2 at a distorted geometry from the OMol25 dataset. Energies are from ωB97M-V/def2-TZVPD.

The value obtained for the orbital gap is 9.68 eV. The relative energy (zero: lowest compared OMol25 entry of this formula, charge and spin) comes out at 129.76 kcal/mol. Its LUMO energy is -3.701 eV. The total charge is +1. The value obtained for the HOMO energy is -13.39 eV.

The geometry in XYZ format:
```
17
Properties=species:S:1:pos:R:3:nbo_charge:R:1
C -0.20 -1.89 0.16 -0.305
C -1.37 -1.28 -0.13 -0.045
C 0.67 -0.93 0.84 0.279
C -1.75 0.13 0.11 -0.510
C -0.71 1.25 -0.15 -0.310
C 0.98 0.49 0.50 0.103
N 1.26 -0.23 1.71 -0.294
N 2.09 0.77 -0.47 -0.718
H 0.11 -2.90 0.14 0.264
H -2.11 -1.86 -0.63 0.233
H -2.71 0.20 -0.40 0.262
H -1.90 0.12 1.16 0.252
H -0.43 1.55 -1.10 0.187
H -0.94 2.17 0.45 0.248
H 2.61 1.63 -0.32 0.449
H 1.55 0.79 -1.37 0.452
H 2.83 -0.01 -0.53 0.451
```


Here is 2 unconnected molecules or ions with the total composition C6H9N2O2 at a distorted geometry from the OMol25 dataset. Energies are from ωB97M-V/def2-TZVPD.

The value obtained for the orbital gap is 8.28 eV. The relative energy (zero: lowest compared OMol25 entry of this formula, charge and spin) comes out at 10.47 kcal/mol. Its LUMO energy is 3.634 eV. The total charge is -1. The value obtained for the HOMO energy is -4.65 eV.

The geometry in XYZ format:
```
19
Properties=species:S:1:pos:R:3:nbo_charge:R:1
C -3.74 -0.41 -0.08 -0.740
C -2.81 0.12 -1.17 0.765
O -1.92 -0.65 -1.63 -0.825
O -3.09 1.26 -1.60 -0.754
H -4.76 -0.04 -0.14 0.210
H -3.49 0.01 0.90 0.204
H -3.60 -1.48 -0.01 0.203
C 3.69 0.54 0.97 -0.626
C 0.38 -0.66 0.67 0.171
C 1.74 0.32 -0.73 -0.135
C 2.34 0.15 0.49 0.062
N 0.47 -0.20 -0.57 -0.514
N 1.52 -0.54 1.33 -0.513
H -0.34 -0.20 -1.22 0.476
H -0.53 -1.11 1.03 0.194
H 1.92 0.79 -1.68 0.206
H 4.19 1.38 0.46 0.201
H 4.41 -0.28 1.02 0.203
H 3.60 0.99 1.94 0.213
```


Here is 2 unconnected molecules or ions with the total composition C6H9N2O2 at a distorted geometry from the OMol25 dataset. Energies are from ωB97M-V/def2-TZVPD.

The value obtained for the orbital gap is 8.42 eV. The relative energy (zero: lowest compared OMol25 entry of this formula, charge and spin) comes out at 16.72 kcal/mol. Its LUMO energy is 3.964 eV. The total charge is -1. The value obtained for the HOMO energy is -4.46 eV.

The geometry in XYZ format:
```
19
Properties=species:S:1:pos:R:3:nbo_charge:R:1
C 3.38 0.18 -0.95 -0.629
C 1.35 1.46 1.65 0.120
C 2.30 0.32 0.09 0.040
C 0.92 0.14 -0.03 -0.084
N 2.55 1.18 1.12 -0.511
N 0.35 0.84 0.99 -0.525
H 1.29 2.02 2.57 0.175
H -0.71 0.71 1.09 0.486
H 0.41 -0.51 -0.72 0.242
H 4.32 0.67 -0.71 0.216
H 3.01 0.43 -1.95 0.205
H 3.66 -0.88 -1.04 0.195
C -3.90 -1.01 -0.36 -0.728
C -2.42 -0.91 -0.10 0.766
O -1.72 -1.94 -0.16 -0.751
O -1.98 0.27 0.09 -0.829
H -4.21 -2.04 -0.59 0.200
H -4.03 -0.44 -1.31 0.208
H -4.56 -0.50 0.33 0.204
```


Here is 2 unconnected molecules or ions with the total composition C6H9N2O2 at a distorted geometry from the OMol25 dataset. Energies are from ωB97M-V/def2-TZVPD.

The value obtained for the orbital gap is 8.46 eV. The relative energy (zero: lowest compared OMol25 entry of this formula, charge and spin) comes out at 8.01 kcal/mol. Its LUMO energy is 3.657 eV. The total charge is -1. The value obtained for the HOMO energy is -4.80 eV.

The geometry in XYZ format:
```
19
Properties=species:S:1:pos:R:3:nbo_charge:R:1
C 0.20 -3.32 -1.83 -0.628
C -0.21 -1.96 -1.39 0.049
C -1.16 -0.06 -1.38 0.161
C 0.15 -1.35 -0.22 -0.114
N -1.03 -1.13 -2.11 -0.506
N -0.46 -0.14 -0.23 -0.513
H -1.75 0.85 -1.42 0.205
H 1.24 -3.57 -1.65 0.202
H 0.13 -3.42 -2.92 0.214
H -0.47 0.54 0.56 0.473
H 0.76 -1.74 0.58 0.202
H -0.36 -4.16 -1.41 0.199
C 0.99 3.05 2.16 -0.730
C -0.36 2.49 1.68 0.761
O -0.67 1.33 2.11 -0.820
O -0.95 3.11 0.78 -0.760
H 1.07 4.08 1.82 0.202
H 1.74 2.45 1.66 0.206
H 1.15 2.94 3.23 0.199
```


Here is a gas-phase ion, C6H9N2O2 (charge +1) at a distorted geometry from the OMol25 dataset. Energies are from ωB97M-V/def2-TZVPD.

The value obtained for the orbital gap is 8.54 eV. The relative energy (zero: lowest compared OMol25 entry of this formula, charge and spin) comes out at 184.33 kcal/mol. Its LUMO energy is -6.171 eV. The total charge is +1. The value obtained for the HOMO energy is -14.71 eV.

The geometry in XYZ format:
```
19
Properties=species:S:1:pos:R:3:nbo_charge:R:1
C -0.46 0.91 0.16 0.087
C -0.41 0.61 -1.41 0.513
C -1.46 1.77 -0.03 0.245
C 0.58 -0.15 -2.07 -0.732
C -0.42 -0.62 1.96 -0.584
C 0.37 0.52 1.26 -0.479
N -1.41 1.42 -1.62 -0.457
N -2.43 2.53 0.71 0.500
O -2.23 2.51 1.90 -0.308
O -3.34 2.99 0.08 -0.306
H 1.22 -0.68 -1.40 0.276
H 1.17 0.57 -2.69 0.312
H 0.10 -0.74 -2.79 0.296
H -1.29 -0.91 1.42 0.212
H -0.74 -0.37 2.93 0.245
H 0.27 -1.50 2.04 0.233
H 1.28 0.17 1.01 0.238
H 0.46 1.28 1.88 0.260
H -1.74 1.82 -2.47 0.450
```


Here is 2 unconnected molecules or ions with the total composition C6H9N2O4 at a distorted geometry from the OMol25 dataset. Energies are from ωB97M-V/def2-TZVPD.

The value obtained for the orbital gap is 8.46 eV. The relative energy (zero: lowest compared OMol25 entry of this formula, charge and spin) comes out at 66.37 kcal/mol. Its LUMO energy is 3.518 eV. The total charge is -1. The value obtained for the HOMO energy is -4.94 eV.

The geometry in XYZ format:
```
21
Properties=species:S:1:pos:R:3:nbo_charge:R:1
C -1.84 -0.12 0.03 -0.257
C -0.80 0.61 -0.09 -0.059
C 0.27 1.38 -0.03 0.508
C 2.36 -0.29 0.22 0.688
C -3.27 0.26 0.24 -0.631
C 1.37 -1.44 -0.02 0.324
N 1.13 -1.57 -1.31 -0.833
N 0.83 -2.15 0.91 -0.747
O 0.57 1.97 1.16 -0.728
O 2.77 0.17 -0.88 -0.788
O 0.80 1.98 -1.10 -0.728
O 2.66 0.08 1.38 -0.759
H -1.70 -1.18 -0.03 0.202
H -3.27 1.20 0.79 0.216
H -3.88 -0.42 0.85 0.207
H -3.77 0.32 -0.84 0.201
H 0.10 -1.60 -1.62 0.376
H 1.62 -0.84 -1.88 0.424
H 1.25 1.36 1.55 0.515
H 1.83 1.89 -1.12 0.522
H 0.97 -1.60 1.79 0.348
```


Here is a gas-phase ion, C6H9N2OS (charge +1) at a distorted geometry from the OMol25 dataset. Energies are from ωB97M-V/def2-TZVPD.

The value obtained for the orbital gap is 7.98 eV. The relative energy (zero: lowest compared OMol25 entry of this formula, charge and spin) comes out at 8.89 kcal/mol. Its LUMO energy is -5.792 eV. The total charge is +1. The value obtained for the HOMO energy is -13.77 eV.

The geometry in XYZ format:
```
19
Properties=species:S:1:pos:R:3:nbo_charge:R:1
C 0.42 -1.25 1.09 0.643
C -1.12 0.31 0.17 0.137
C 0.30 1.37 -1.36 0.358
C 1.11 -0.57 -0.07 -0.333
C 1.57 1.57 -2.02 -0.726
C -1.92 -1.26 2.01 -0.436
N -0.87 -0.88 1.15 -0.397
N 0.10 0.45 -0.51 -0.344
O 0.89 -1.98 1.94 -0.523
S -2.45 1.07 -0.19 0.198
H -0.58 2.00 -1.60 0.265
H 2.04 -0.10 0.46 0.284
H 1.29 -1.36 -0.74 0.271
H 1.87 2.62 -1.97 0.301
H 2.40 0.89 -1.78 0.262
H 1.35 1.49 -3.05 0.293
H -2.52 -0.43 2.26 0.238
H -2.37 -2.05 1.29 0.232
H -1.51 -1.89 2.91 0.275
```